1.
{"formula": "C40H90ClF12N5O4P2Zn", "method": "ωB97M-V with the def2-TZVPD basis set", "orbital_gap_ev": [8.4637, 2.8838], "multiplicity": 2, "s2": 0.7526, "total_charge": 5, "e_homo_ha": [-0.7764, -0.7764], "lumo_ev": [-12.6625, -18.2424], "energy_ev": -170656.29211, "elements": ["Zn", "Cl", "O", "O", "O", "O", "C", "C", "C", "N", "C", "C", "C", "C", "C", "H", "H", "H", "H", "H", "H", "H", "H", "H", "H", "H", "H", "H", "H", "H", "H", "H", "H", "C", "C", "C", "N", "C", "C", "C", "C", "C", "H", "H", "H", "H", "H", "H", "H", "H", "H", "H", "H", "H", "H", "H", "H", "H", "H", "H", "C", "C", "C", "N", "C", "C", "C", "C", "C", "H", "H", "H", "H", "H", "H", "H", "H", "H", "H", "H", "H", "H", "H", "H", "H", "H", "H", "C", "C", "C", "N", "C", "C", "C", "C", "C", "H", "H", "H", "H", "H", "H", "H", "H", "H", "H", "H", "H", "H", "H", "H", "H", "H", "H", "C", "C", "C", "N", "C", "C", "C", "C", "C", "H", "H", "H", "H", "H", "H", "H", "H", "H", "H", "H", "H", "H", "H", "H", "H", "H", "H", "P", "F", "F", "F", "F", "F", "F", "P", "F", "F", "F", "F", "F", "F"], "coordinates": [[-4.0273, -0.6251, 0.0654], [-1.1105, 0.1919, 0.6745], [0.0486, -0.3865, 0.0622], [-0.7165, 1.3882, 1.3027], [-2.1480, 0.4869, -0.3001], [-1.7596, -0.6619, 1.5755], [5.6420, -4.6110, -0.1304], [4.1394, -4.6983, -0.4168], [3.2251, -4.1691, 0.7517], [1.6778, -4.2385, 0.5150], [1.3889, -3.6844, -0.9757], [0.9971, -3.4405, 1.6374], [0.8175, -4.3069, 2.8696], [0.9011, -5.7601, 2.2727], [1.1013, -5.6589, 0.7620], [6.2486, -4.9809, -0.9571], [6.0833, -5.0982, 0.7391], [5.7846, -3.5498, 0.0735], [3.7998, -5.7045, -0.6624], [3.9570, -4.1190, -1.3220], [3.3747, -3.1052, 0.9357], [3.2669, -4.7288, 1.6861], [1.8121, -4.4831, -1.5849], [1.8473, -2.7198, -1.1938], [0.3217, -3.7701, -1.1804], [0.0211, -3.3798, 1.1559], [1.3211, -2.4150, 1.8148], [-0.0374, -3.8939, 3.4051], [1.6267, -4.1928, 3.5908], [0.0304, -6.3426, 2.5741], [1.7588, -6.3061, 2.6653], [0.1890, -5.7832, 0.1786], [1.8352, -6.3704, 0.3835], [0.6048, -0.7589, -3.4748], [-0.7423, -0.2673, -3.9873], [-1.1537, -0.7691, -5.4013], [-2.5452, -0.2978, -5.9108], [-2.7382, 1.2723, -5.8435], [-2.8072, -0.7200, -7.3440], [-3.1594, -2.2095, -7.3193], [-4.0055, -2.3150, -6.0785], [-3.6456, -1.1248, -5.1160], [0.3804, -1.4846, -2.6931], [1.1959, 0.0564, -3.0578], [1.0760, -1.2895, -4.3022], [-0.5347, 0.7946, -4.1191], [-1.4126, -0.5355, -3.1707], [-1.1114, -1.8508, -5.5287], [-0.5016, -0.3487, -6.1668], [-2.4890, 1.6955, -4.8704], [-3.7475, 1.5297, -6.1650], [-1.9892, 1.6835, -6.5202], [-3.5802, -0.0884, -7.7817], [-1.9565, -0.3587, -7.9217], [-3.5386, -2.6351, -8.2483], [-2.2796, -2.8346, -7.1668], [-5.0472, -2.2557, -6.3937], [-3.8020, -3.2211, -5.5078], [-4.4872, -0.4373, -5.0308], [-3.4002, -1.4382, -4.1012], [5.3201, 2.5155, -4.8481], [4.3750, 3.4644, -4.1079], [2.8745, 3.0667, -4.2549], [1.8456, 3.9009, -3.4283], [2.2431, 5.4133, -3.4567], [1.7327, 3.2853, -1.9099], [0.2858, 2.8837, -1.7301], [-0.4325, 3.6345, -2.8155], [0.4914, 3.6718, -4.0488], [5.1536, 2.4953, -5.9251], [5.0156, 1.5546, -4.4333], [6.3730, 2.6382, -4.5943], [4.5605, 4.4925, -4.4189], [4.6392, 3.3830, -3.0536], [2.7997, 2.0378, -3.9030], [2.6343, 3.2540, -5.3015], [1.3462, 5.9358, -3.1239], [2.5484, 5.7274, -4.4548], [3.0056, 5.5297, -2.6865], [2.0166, 4.0726, -1.2116], [2.4431, 2.4651, -1.8073], [-0.0226, 3.0282, -0.6947], [0.2389, 1.8069, -1.8931], [-0.6419, 4.6502, -2.4799], [-1.3240, 3.0648, -3.0780], [0.3381, 4.5586, -4.6637], [0.3902, 2.7698, -4.6523], [-1.7960, 3.5191, 3.8818], [-1.7445, 2.4294, 4.9156], [-2.7972, 1.2499, 4.6752], [-2.5441, -0.0038, 5.6462], [-1.1944, -0.6474, 5.2964], [-2.7727, 0.2175, 7.1670], [-4.2673, 0.2758, 7.4964], [-4.8597, -0.5610, 6.3851], [-3.7494, -0.9482, 5.3779], [-0.8371, 4.0373, 3.8843], [-2.5503, 4.2821, 4.0740], [-2.1070, 3.2228, 2.8800], [-1.8498, 2.7747, 5.9440], [-0.7070, 2.0974, 4.8762], [-2.7368, 0.9321, 3.6344], [-3.8105, 1.5613, 4.9291], [-0.2310, -0.2233, 5.5796], [-1.2412, -0.9170, 4.2412], [-1.0891, -1.6159, 5.7852], [-2.3682, -0.6524, 7.6844], [-2.2064, 1.1302, 7.3525], [-4.4250, 0.0076, 8.5410], [-4.6963, 1.2684, 7.3595], [-5.2994, -1.4641, 6.8085], [-5.6398, -0.0138, 5.8558], [-3.2469, -1.8773, 5.6469], [-3.9748, -0.9354, 4.3115], [1.7994, 4.8613, 4.5195], [2.5593, 3.7380, 3.7675], [2.0144, 2.3348, 3.9210], [2.8896, 1.2122, 3.2750], [3.0530, 1.4320, 1.8428], [2.1954, -0.1754, 3.4931], [3.3202, -1.1597, 3.2561], [4.4498, -0.6066, 4.0923], [4.2531, 1.0046, 4.0283], [1.1943, 4.5125, 5.3564], [1.1005, 5.3774, 3.8612], [2.3746, 5.6735, 4.9640], [3.5920, 3.6927, 4.1132], [2.5290, 4.0217, 2.7155], [1.1757, 2.2053, 3.2370], [1.9215, 2.1250, 4.9866], [3.8841, 0.8259, 1.4822], [3.2656, 2.4681, 1.5792], [2.1690, 1.1721, 1.2605], [1.3495, -0.2964, 2.8163], [1.7810, -0.1644, 4.5012], [3.5347, -1.2408, 2.1905], [2.9374, -2.1200, 3.6016], [5.3656, -0.9160, 3.5887], [4.4811, -1.0099, 5.1044], [5.0901, 1.3750, 3.4364], [4.1377, 1.4637, 5.0102], [-5.2919, 1.1260, -2.6354], [-6.8535, 1.3734, -2.3391], [-5.4207, 1.7148, -4.1519], [-4.9347, 2.6001, -2.0737], [-3.7145, 0.8458, -2.7894], [-5.1482, 0.3668, -1.1994], [-5.6845, -0.2990, -3.2931], [-3.2579, -3.2518, -1.2416], [-1.9843, -2.3455, -1.5423], [-3.2980, -2.6747, 0.3223], [-4.2100, -1.9500, -1.5501], [-4.6418, -4.0791, -0.9763], [-3.2415, -3.8799, -2.7196], [-2.2447, -4.4748, -0.8122]]}

2.
{"formula": "C40H90F8KN9O16S8", "method": "ωB97M-V with the def2-TZVPD basis set", "orbital_gap_ev": [7.9693, 3.4925], "multiplicity": 2, "s2": 0.7608, "total_charge": 3, "e_homo_ha": [-0.5511, -0.5511], "lumo_ev": [-7.0280, -11.5048], "energy_ev": -213819.27671, "elements": ["K", "C", "C", "C", "N", "C", "C", "C", "C", "C", "H", "H", "H", "H", "H", "H", "H", "H", "H", "H", "H", "H", "H", "H", "H", "H", "H", "H", "C", "C", "C", "N", "C", "C", "C", "C", "C", "H", "H", "H", "H", "H", "H", "H", "H", "H", "H", "H", "H", "H", "H", "H", "H", "H", "H", "C", "C", "C", "N", "C", "C", "C", "C", "C", "H", "H", "H", "H", "H", "H", "H", "H", "H", "H", "H", "H", "H", "H", "H", "H", "H", "H", "C", "C", "C", "N", "C", "C", "C", "C", "C", "H", "H", "H", "H", "H", "H", "H", "H", "H", "H", "H", "H", "H", "H", "H", "H", "H", "H", "C", "C", "C", "N", "C", "C", "C", "C", "C", "H", "H", "H", "H", "H", "H", "H", "H", "H", "H", "H", "H", "H", "H", "H", "H", "H", "H", "N", "S", "O", "O", "F", "S", "O", "O", "F", "N", "S", "O", "O", "F", "S", "O", "O", "F", "N", "S", "O", "O", "F", "S", "O", "O", "F", "N", "S", "O", "O", "F", "S", "O", "O", "F"], "coordinates": [[-1.8139, -2.4214, 3.7201], [-0.4263, 8.7328, 3.7732], [-1.1218, 8.0658, 4.9208], [-0.4041, 6.6819, 5.1454], [-1.3132, 5.4595, 5.3231], [-2.4061, 5.8753, 6.4047], [-1.7712, 4.8171, 4.0358], [-1.9231, 3.2116, 4.1589], [-1.5199, 2.8758, 5.6227], [-0.6711, 4.1335, 5.9448], [0.5679, 9.1030, 4.0236], [-1.0451, 9.5629, 3.4326], [-0.4645, 8.1514, 2.8520], [-2.1339, 8.0429, 4.5168], [-1.1173, 8.8017, 5.7249], [0.0738, 6.6638, 6.1248], [0.2055, 6.2577, 4.3475], [-3.1197, 6.5693, 5.9607], [-1.7944, 6.2054, 7.2444], [-2.9567, 4.9395, 6.5007], [-2.7068, 5.2152, 3.6430], [-1.0109, 5.1170, 3.3145], [-2.9872, 2.9875, 4.0839], [-1.2911, 2.5988, 3.5161], [-2.4154, 2.8651, 6.2440], [-1.0316, 1.9065, 5.7240], [-0.6524, 4.1547, 7.0344], [0.3268, 3.9588, 5.5426], [1.0513, -0.4454, -4.2355], [1.8807, 0.6322, -3.5211], [2.9317, 0.0867, -2.4630], [3.8149, 1.2494, -1.8585], [2.9474, 2.4749, -1.3333], [4.9841, 1.5267, -2.8713], [6.2157, 1.8377, -1.9073], [5.8652, 1.3360, -0.5524], [4.4935, 0.6443, -0.6621], [0.4020, -0.1494, -5.0595], [0.4314, -0.8951, -3.4599], [1.6776, -1.3031, -4.4809], [1.1811, 1.3057, -3.0258], [2.4648, 1.1572, -4.2769], [3.5187, -0.7098, -2.9204], [2.4139, -0.2789, -1.5763], [2.2335, 2.1787, -0.5647], [2.3301, 2.7832, -2.1772], [3.6618, 3.2124, -0.9677], [4.6405, 2.3910, -3.4397], [5.1643, 0.5728, -3.3671], [6.3636, 2.9085, -1.7672], [7.1831, 1.3867, -2.1280], [5.7712, 2.0124, 0.2972], [6.5644, 0.5153, -0.3920], [3.8520, 0.7322, 0.2147], [4.7587, -0.3906, -0.8785], [1.9281, -5.1634, -1.7987], [1.6180, -4.9120, -0.2686], [2.7250, -4.0521, 0.4773], [2.6122, -4.1738, 1.9973], [1.2593, -3.7274, 2.5709], [2.8539, -5.6300, 2.5191], [4.3323, -5.6339, 2.5746], [4.9296, -4.1971, 2.7857], [3.6656, -3.2780, 2.7011], [2.0348, -4.1647, -2.2220], [1.0149, -5.5194, -2.2758], [2.8021, -5.7952, -1.9567], [1.3482, -5.8539, 0.2090], [0.7065, -4.3146, -0.2467], [2.7260, -2.9621, 0.4715], [3.7465, -4.2706, 0.1662], [1.3250, -3.8409, 3.6529], [0.3599, -4.2963, 2.3356], [1.2053, -2.6615, 2.3492], [2.5306, -5.7474, 3.5534], [2.3251, -6.3278, 1.8700], [4.6521, -6.2955, 3.3796], [4.8161, -6.0873, 1.7095], [5.3686, -4.0360, 3.7703], [5.6116, -3.9674, 1.9670], [3.3350, -3.0705, 3.7188], [3.9072, -2.4102, 2.0873], [-1.5980, 2.3278, -6.5707], [-2.2309, 3.1667, -5.5095], [-1.8899, 2.7896, -3.9706], [-2.7544, 3.3317, -2.8141], [-3.9426, 2.3725, -2.7647], [-3.1006, 4.7558, -2.9880], [-3.4274, 5.3148, -1.6221], [-2.8934, 4.3436, -0.5367], [-2.0776, 3.2282, -1.4183], [-0.7037, 1.8976, -6.1199], [-1.2513, 2.9361, -7.4061], [-2.1670, 1.5109, -7.0147], [-3.3174, 3.2258, -5.5740], [-1.8780, 4.1973, -5.5469], [-0.9458, 3.2522, -3.6828], [-1.8940, 1.7269, -3.7283], [-3.5560, 1.3534, -2.7525], [-4.4823, 2.5058, -3.7023], [-4.4654, 2.6230, -1.8417], [-3.9674, 4.8524, -3.6418], [-2.2373, 5.2299, -3.4551], [-4.4466, 5.6711, -1.4725], [-3.0619, 6.3403, -1.6763], [-3.6302, 4.1122, 0.2325], [-2.0752, 4.7829, 0.0339], [-2.3743, 2.2384, -1.0715], [-0.9905, 3.2793, -1.4788], [-3.6504, -7.8956, -6.1892], [-3.2341, -6.8976, -5.0812], [-4.1189, -5.7317, -4.6253], [-3.5522, -4.6247, -3.6606], [-2.7838, -5.2301, -2.5893], [-4.7293, -3.7334, -3.2439], [-4.1672, -2.4157, -2.8658], [-3.1734, -2.2351, -4.0919], [-2.7005, -3.6353, -4.4463], [-4.5480, -8.4050, -5.8387], [-2.7379, -8.4832, -6.0888], [-3.6426, -7.4730, -7.1939], [-2.2349, -6.5105, -5.2808], [-3.2055, -7.5221, -4.1883], [-4.9445, -6.2132, -4.1012], [-4.4156, -5.3724, -5.6107], [-3.5161, -5.9549, -2.2337], [-2.4218, -4.5523, -1.8163], [-1.9913, -5.7706, -3.1070], [-5.2843, -4.1842, -2.4211], [-5.2664, -3.8071, -4.1895], [-3.6449, -2.4296, -1.9091], [-4.9147, -1.6307, -2.9805], [-2.2940, -1.6734, -3.7768], [-3.5870, -1.7025, -4.9483], [-1.6870, -3.7088, -4.0521], [-2.6665, -3.8507, -5.5143], [-1.9299, -5.1762, 3.0674], [-2.2334, -6.1353, 4.0868], [-1.0778, -6.8287, 4.6375], [-3.5757, -6.7691, 4.1269], [-2.4131, -4.9729, 5.1990], [-2.3949, -6.1134, 1.7356], [-3.6673, -5.7633, 1.1179], [-1.9877, -7.5234, 1.6317], [-1.2887, -5.4313, 0.7962], [-0.7531, -0.9203, 1.5354], [-0.3669, 0.5379, 1.4412], [-1.4636, 1.4682, 1.1988], [0.9337, 0.8799, 0.7994], [-0.1655, 0.8092, 3.0195], [-0.9180, -1.2711, -0.1326], [0.2873, -1.5918, -0.9686], [-1.9117, -0.4521, -0.7996], [-1.7322, -2.6842, -0.1564], [3.9971, -1.0378, 4.5007], [5.3952, -0.2011, 3.9670], [5.8588, 1.0350, 4.5300], [5.7824, -0.4307, 2.5413], [6.3386, -1.3849, 4.6613], [2.9727, 0.0132, 3.9660], [2.8839, 0.2879, 2.5411], [2.6450, 1.0293, 4.9596], [1.7693, -0.9557, 4.2111], [1.8914, 5.7544, 2.0849], [2.2339, 4.0676, 2.4754], [3.3329, 3.3968, 1.7331], [1.0233, 3.3895, 2.9456], [3.0062, 4.2962, 3.9035], [1.7444, 5.3544, 0.7020], [0.6016, 4.5010, 0.3069], [2.9738, 5.3070, -0.1331], [1.0671, 6.8762, 0.3026]]}